This record from OMol25 describes a molecular structure, C19H30F9NO2P2Tc. The level of theory is the ωB97M-V functional and the def2-TZVPD basis.

```
64
Properties=species:S:1:pos:R:3
Tc 0.13 0.04 -0.15
P -0.79 -0.80 -2.19
P 1.71 0.94 1.45
N 1.66 -0.81 -0.76
H -2.33 2.09 -1.04
C -0.86 0.21 -3.71
H -1.47 -0.31 -4.47
H 0.15 0.36 -4.11
H -1.31 1.18 -3.49
C -2.54 -1.22 -2.04
H -2.94 -1.53 -3.01
H -3.08 -0.34 -1.69
H -2.68 -2.01 -1.30
C -0.16 -2.39 -2.84
H -0.87 -2.79 -3.58
H -0.06 -3.11 -2.01
H 0.82 -2.25 -3.30
C 2.51 2.57 1.28
H 3.05 2.80 2.21
H 1.75 3.33 1.10
H 3.22 2.56 0.44
C 0.88 1.24 3.03
H 1.60 1.67 3.74
H 0.50 0.30 3.43
H 0.05 1.93 2.89
C 3.07 -0.14 2.02
H 3.49 0.27 2.94
H 3.84 -0.21 1.25
H 2.66 -1.14 2.22
C 2.71 -1.58 -1.17
C 4.69 -1.98 -2.57
C 3.65 -1.16 -2.17
C 2.91 -2.89 -0.60
C 3.96 -3.69 -1.02
C 4.86 -3.25 -2.00
H 5.38 -1.63 -3.33
H 3.50 -0.16 -2.60
H 2.20 -3.21 0.16
H 4.08 -4.68 -0.57
H 5.67 -3.88 -2.32
C -1.56 2.71 -0.54
O -0.37 1.95 -0.46
C -1.42 4.00 -1.32
H -2.08 4.74 -0.87
H -1.74 3.87 -2.36
H -0.40 4.40 -1.30
C -2.14 3.06 0.80
H -1.70 3.97 1.20
H -2.00 2.28 1.54
H -3.22 3.26 0.68
F -1.51 -0.33 4.30
C -2.52 0.14 3.53
F -3.67 -0.09 4.22
F -2.38 1.50 3.46
C -2.45 -0.45 2.07
O -1.35 0.07 1.43
C -2.18 -1.99 2.13
F -2.95 -2.67 3.03
F -2.39 -2.55 0.91
F -0.88 -2.21 2.44
C -3.85 -0.10 1.41
F -4.70 -1.16 1.37
F -4.51 0.91 2.06
F -3.65 0.34 0.15
```

Output
- Molecular weight: 635.384 g mol⁻¹
- Calculated total energy: -71008.658 eV
- HOMO level (spin up / spin down): -7.16 / -7.31 eV
- 2S+1: 4